{
  "formula": "C15H36BrClN3O4S2",
  "method": "wB97M-V/def2-TZVPD",
  "species": ["O", "S", "O", "Br", "N", "S", "O", "O", "C", "C", "C", "Cl", "H", "H", "H", "H", "H", "H", "C", "C", "N", "C", "C", "C", "C", "H", "H", "H", "H", "H", "H", "H", "H", "H", "H", "H", "H", "H", "H", "H", "C", "C", "N", "C", "C", "C", "C", "H", "H", "H", "H", "H", "H", "H", "H", "H", "H", "H", "H", "H", "H", "H"],
  "xyz": [[-3.0218, 1.6185, -0.9144], [-3.5244, 2.8233, -1.6456], [-4.6344, 2.4728, -2.5523], [-4.2532, 4.2224, -0.0224], [-2.3120, 3.7184, -2.3752], [-0.9502, 2.7842, -2.6686], [-0.0933, 3.5898, -3.5945], [-1.2133, 1.4669, -3.3151], [0.0613, 2.5030, -1.1714], [-0.4986, 3.1169, 0.1367], [0.2381, 4.4413, 0.5374], [-0.9091, 5.4604, 1.4900], [1.0509, 2.9419, -1.3631], [0.1923, 1.4239, -1.0448], [-1.5800, 3.2633, 0.1535], [-0.2754, 2.3952, 0.9417], [0.5604, 4.9226, -0.3932], [1.1203, 4.1975, 1.1372], [-2.2455, -1.2283, -1.7012], [-2.7789, -2.6303, -1.9615], [-2.6327, -3.5282, -0.8235], [-2.8531, -4.9260, -1.1537], [-4.2494, -5.3404, -1.6252], [-3.2283, -3.0725, 0.4208], [-4.7240, -2.7450, 0.4219], [-1.2112, -1.2618, -1.3503], [-2.2659, -0.6445, -2.6179], [-2.8443, -0.6934, -0.9667], [-2.2147, -3.0465, -2.8020], [-3.8247, -2.5552, -2.2943], [-2.5729, -5.5428, -0.2932], [-2.1381, -5.1966, -1.9385], [-4.9669, -5.3555, -0.8051], [-4.2132, -6.3549, -2.0336], [-4.6302, -4.6873, -2.4110], [-2.6896, -2.1780, 0.7452], [-3.0248, -3.8105, 1.2035], [-5.0145, -2.1291, -0.4299], [-4.9736, -2.1836, 1.3259], [-5.3399, -3.6448, 0.4275], [3.1574, 2.1954, 3.3256], [3.1234, 1.1271, 2.2415], [4.1373, 1.3156, 1.2196], [3.9206, 0.5000, 0.0328], [3.9937, -1.0204, 0.1863], [5.5091, 1.3932, 1.6922], [6.0535, 0.2174, 2.5089], [3.1106, 3.1960, 2.8917], [2.2987, 2.0768, 3.9886], [4.0566, 2.1261, 3.9410], [2.1406, 1.1765, 1.7640], [3.1909, 0.1363, 2.7144], [4.6221, 0.8098, -0.7470], [2.9318, 0.7518, -0.3644], [5.0192, -1.3674, 0.3126], [3.6070, -1.4978, -0.7171], [3.3964, -1.3814, 1.0247], [5.6074, 2.2983, 2.2995], [6.1686, 1.5686, 0.8382], [5.3615, -0.1035, 3.2892], [6.9821, 0.5156, 3.0030], [6.2906, -0.6408, 1.8815]],
  "mulliken_charge": [-0.48, 0.87, -0.60, -0.25, -0.44, 1.16, -0.75, -0.67, -0.63, 0.14, -0.28, -0.22, 0.46, 0.13, -0.23, 0.27, 0.35, 0.10, -1.15, -0.46, 0.11, -0.72, -0.98, -0.73, -0.99, 0.26, 0.46, 0.21, 0.44, 0.27, 0.36, 0.41, 0.21, 0.41, 0.27, 0.38, 0.36, 0.25, 0.37, 0.29, -1.57, -0.32, 0.18, -0.18, -1.12, -0.72, -0.96, 0.34, 0.43, 0.38, 0.45, 0.23, 0.43, -0.15, 0.27, 0.46, 0.26, 0.38, 0.36, 0.25, 0.37, 0.26],
  "energy_ev": -133034.8847,
  "total_charge": -1,
  "homo_ev": -5.9
}